{
  "formula": "C29H33BN6O2",
  "method": "ωB97M-V/def2-TZVPD",
  "homo_ha": -0.3129,
  "smiles": "Cc1ccc(CB(N)CON=O)cc1.c1ccncc1.c1ccncc1.c1ccncc1.c1ccncc1",
  "largest_force_ev_per_a": 3.07,
  "energy_ha": -1628.56203,
  "total_charge": 0,
  "species": ["C", "C", "C", "C", "C", "C", "B", "N", "C", "O", "N", "O", "C", "C", "H", "H", "H", "H", "H", "H", "H", "H", "H", "H", "H", "H", "H", "N", "C", "C", "C", "C", "C", "H", "H", "H", "H", "H", "N", "C", "C", "C", "C", "C", "H", "H", "H", "H", "H", "N", "C", "C", "C", "C", "C", "H", "H", "H", "H", "H", "N", "C", "C", "C", "C", "C", "H", "H", "H", "H", "H"],
  "coordinates": [[-2.35563, 1.62958, 5.01680], [-2.42234, 0.36795, 4.08441], [-3.67201, -0.10710, 3.46709], [-3.60264, -1.28594, 2.56841], [-2.33030, -1.95637, 2.32794], [-2.16030, -3.18648, 1.35168], [-1.78777, -2.50245, -0.08617], [-2.94511, -1.99124, -0.87411], [-0.25400, -2.36197, -0.58333], [-0.05844, -1.04439, -1.22084], [0.10587, -0.10071, -0.21250], [1.17643, 0.37922, -0.37563], [-1.07744, -1.48895, 2.97216], [-1.13558, -0.33118, 3.85276], [-1.54248, 2.31917, 4.64070], [-3.30942, 2.23679, 5.02329], [-2.02114, 1.28469, 6.02910], [-4.62460, 0.43873, 3.65643], [-4.51227, -1.68760, 2.05711], [-1.31199, -3.84059, 1.69562], [-3.11560, -3.74912, 1.18900], [-2.94223, -0.97441, -0.68532], [-3.80669, -2.32484, -0.42049], [0.09536, -3.20322, -1.23283], [0.37636, -2.34026, 0.35706], [-0.10908, -2.00984, 2.78037], [-0.17847, -0.00148, 4.32703], [-4.95786, 4.07550, 5.38350], [-5.37921, 4.49599, 4.18528], [-6.08768, 5.66975, 3.98425], [-6.38179, 6.45449, 5.08748], [-5.95794, 6.04022, 6.33995], [-5.25235, 4.85124, 6.43262], [-5.12787, 3.84691, 3.35257], [-6.40099, 5.96124, 2.99031], [-6.93507, 7.37922, 4.97255], [-6.16930, 6.62647, 7.22462], [-4.89654, 4.48750, 7.39091], [4.41119, -6.21246, -1.78547], [3.98551, -5.77022, -2.97444], [3.30153, -4.57785, -3.15406], [3.03922, -3.79964, -2.03870], [3.46833, -4.23620, -0.79506], [4.14762, -5.44242, -0.72399], [4.21177, -6.41545, -3.81652], [2.98231, -4.26759, -4.14105], [2.50548, -2.86032, -2.13765], [3.28104, -3.65435, 0.09854], [4.50672, -5.82513, 0.22581], [3.14746, 4.35906, -2.28122], [4.06772, 4.87412, -1.45904], [4.53198, 4.23223, -0.32171], [4.01091, 2.98503, -0.01410], [3.05394, 2.42951, -0.84939], [2.66087, 3.15371, -1.96426], [4.44299, 5.85275, -1.73961], [5.28118, 4.69673, 0.30646], [4.34712, 2.45119, 0.86743], [2.62171, 1.45654, -0.64238], [1.91754, 2.76024, -2.65043], [3.28588, -3.18400, -6.59261], [3.73241, -2.16653, -5.84831], [3.52240, -0.83239, -6.15902], [2.81181, -0.53226, -7.31013], [2.34016, -1.56934, -8.09952], [2.60133, -2.86967, -7.69762], [4.28577, -2.45223, -4.95959], [3.90530, -0.04963, -5.51714], [2.62723, 0.49857, -7.58903], [1.78187, -1.37375, -9.00569], [2.24981, -3.71473, -8.28026]],
  "forces_ev_per_angstrom": [[0.20, -0.26, -0.82], [0.22, -0.80, -0.63], [2.78, -1.18, -0.58], [1.75, 0.79, 0.97], [0.73, 0.54, 0.78], [0.33, 0.61, -0.55], [-1.14, -0.53, 0.08], [0.92, 0.22, 1.68], [-0.81, 0.61, 1.66], [-0.10, -1.41, -0.57], [1.80, -0.01, -0.61], [-1.77, 0.03, 0.91], [-2.50, 1.49, 0.54], [-1.79, -1.18, -1.38], [-0.82, -0.74, 0.32], [1.01, -0.91, 0.30], [-0.62, 0.49, -0.69], [0.91, -0.60, -0.19], [0.85, 0.49, 0.62], [-1.09, 0.43, -0.02], [0.81, 0.28, 0.56], [-0.04, -0.36, -0.92], [0.41, 0.27, -0.30], [-0.25, 1.04, 0.26], [-0.32, -0.36, -1.10], [-1.01, 0.45, 0.20], [-1.15, -0.07, -0.36], [-0.27, 0.41, -0.08], [0.17, -0.24, 0.23], [-0.01, 0.02, 0.05], [-0.06, 0.11, -0.01], [-0.01, 0.00, -0.07], [0.16, -0.30, -0.12], [-0.02, 0.06, -0.04], [0.02, -0.04, 0.02], [0.02, -0.04, 0.00], [0.02, -0.04, -0.01], [-0.04, 0.06, 0.01], [-0.22, 0.38, -0.03], [0.18, -0.25, 0.26], [-0.05, 0.04, -0.01], [-0.08, 0.15, 0.02], [-0.02, -0.01, -0.06], [0.13, -0.29, -0.16], [-0.04, 0.07, -0.04], [0.02, -0.09, -0.01], [0.03, -0.01, -0.01], [0.03, -0.03, -0.01], [-0.03, 0.06, 0.02], [0.11, -0.19, 0.32], [-0.21, 0.00, -0.28], [-0.04, -0.06, 0.03], [0.04, 0.02, 0.02], [0.19, -0.14, 0.06], [0.08, 0.32, -0.17], [0.04, -0.02, 0.06], [-0.02, 0.02, -0.04], [-0.01, 0.02, -0.03], [0.55, 0.71, -0.19], [0.00, -0.05, 0.05], [-0.10, 0.39, -0.05], [-0.02, -0.30, -0.09], [-0.02, 0.01, -0.05], [-0.03, 0.11, -0.04], [0.05, 0.04, 0.06], [0.13, -0.24, 0.21], [0.01, 0.09, 0.01], [0.00, -0.04, 0.00], [0.01, -0.04, 0.02], [0.01, -0.04, 0.03], [-0.02, 0.06, -0.03]],
  "lowdin_charge": [-0.080, -0.238, -0.023, -0.038, -0.217, -0.094, -0.370, 0.125, -0.085, -0.145, 0.012, 0.036, -0.042, -0.041, 0.081, 0.047, 0.079, 0.100, 0.103, 0.103, 0.104, 0.088, 0.059, 0.122, 0.102, 0.104, 0.107, 0.048, -0.151, -0.073, -0.081, -0.074, -0.148, 0.103, 0.102, 0.106, 0.102, 0.104, 0.053, -0.145, -0.075, -0.088, -0.080, -0.159, 0.105, 0.077, 0.100, 0.097, 0.101, 0.048, -0.163, -0.081, -0.077, -0.076, -0.151, 0.099, 0.098, 0.104, 0.053, 0.103, 0.051, -0.161, -0.069, -0.080, -0.075, -0.153, 0.095, 0.103, 0.106, 0.101, 0.102]
}